Entry from the OMol25 dataset: a cluster of 7 separate species, C28H35N7 in total in a non-equilibrium geometry (the ωB97M-V functional and the def2-TZVPD basis).

Geometry as XYZ:
```
70
Properties=species:S:1:pos:R:3:mulliken_charge:R:1
C 0.323 -0.984 -1.318 0.24
C 0.275 0.007 -0.202 -0.06
C -0.456 -0.486 0.849 -0.08
N -0.813 -1.737 0.475 -0.01
C -0.425 -2.063 -0.862 -1.84
H 0.839 -0.743 -2.421 0.10
H 0.728 1.079 -0.049 0.06
H -0.806 0.087 1.859 0.21
H -1.106 -2.499 1.184 0.35
H -0.636 -2.932 -1.235 0.96
C -3.713 2.387 2.363 -0.45
C -3.327 1.644 1.218 0.02
C -4.521 1.307 0.527 -0.67
N -5.532 1.803 1.243 -0.01
C -5.074 2.417 2.443 -0.50
H -3.011 2.756 3.281 0.20
H -2.273 1.458 0.909 0.48
H -4.607 0.576 -0.321 0.35
H -6.532 1.730 0.984 0.21
H -5.723 2.628 3.224 0.43
C 2.454 3.157 2.701 -1.15
C 1.503 2.140 2.644 0.40
C 1.606 1.395 3.808 -0.85
N 2.665 2.058 4.535 0.03
C 3.192 3.065 3.822 -0.32
H 2.575 3.928 1.935 0.38
H 0.861 2.109 1.783 0.64
H 0.998 0.645 4.270 0.40
H 3.039 1.841 5.342 0.02
H 4.031 3.577 4.285 0.39
C 2.226 2.101 -4.405 -0.47
C 2.410 2.195 -2.873 0.41
C 3.435 3.047 -2.662 -1.01
N 3.849 3.531 -3.879 -0.01
C 3.250 2.831 -4.864 -0.43
H 1.571 1.324 -5.015 0.22
H 1.727 1.675 -2.326 0.12
H 3.818 3.451 -1.868 0.59
H 4.708 4.146 -3.937 0.25
H 3.705 2.848 -5.906 0.30
C -2.327 -2.446 3.414 -0.19
C -0.855 -2.544 3.555 -0.26
C -0.619 -3.732 2.858 -0.77
N -1.713 -4.254 2.313 -0.10
C -2.881 -3.481 2.619 -0.80
H -2.906 -1.726 4.019 0.39
H -0.061 -2.014 4.105 0.40
H 0.238 -4.229 2.806 0.60
H -1.965 -5.099 2.037 0.13
H -3.863 -3.739 2.529 0.52
C -1.947 0.001 -4.024 -0.07
C -2.296 -0.064 -5.512 -0.67
C -3.224 -0.998 -5.673 -0.40
N -3.414 -1.649 -4.476 0.02
C -2.857 -0.979 -3.450 -0.55
H -1.376 0.750 -3.494 0.55
H -2.198 0.750 -6.263 0.30
H -3.513 -1.517 -6.515 0.41
H -3.977 -2.425 -4.463 0.13
H -2.865 -1.453 -2.385 0.30
C 4.642 -2.576 0.071 -0.44
C 4.771 -1.243 0.862 -0.89
C 3.468 -0.897 1.007 -0.25
N 2.614 -1.814 0.532 0.20
C 3.362 -2.841 -0.105 -0.75
H 5.420 -3.203 -0.303 0.41
H 5.624 -0.760 1.139 0.53
H 3.040 -0.139 1.485 0.47
H 1.645 -1.762 0.534 0.41
H 2.796 -3.419 -0.761 0.43
```

Computed properties:
molar mass: 469.637 g mol⁻¹
energy above the lowest of the compared OMol25 structures with the same formula, charge and spin: 173.0 kcal per mole
HOMO-LUMO gap: 8.38 eV
HOMO: -7.8 eV